No. 1
Below is a structure of composition C51H74CsN2P3SSi2, with properties calculated with ωB97M-V with the def2-TZVPD basis set.

```
134
Properties=species:S:1:pos:R:3:forces:R:3
Cs 0.514 0.388 0.226 0.683 0.147 -0.214
C 0.318 1.609 -3.235 -0.125 0.149 -0.091
C -0.861 2.527 -2.915 0.004 -0.146 0.088
C -0.415 3.743 -2.108 -0.048 -0.019 -0.120
P -2.116 1.566 -1.914 -0.201 0.850 -0.497
C -3.561 2.785 -1.951 0.055 -0.167 0.128
C -3.882 3.529 -3.243 0.055 -0.005 0.094
C -4.809 2.076 -1.430 0.077 0.050 0.026
C -2.605 0.286 -3.135 -0.094 -0.142 -0.026
C -2.798 0.564 -4.491 0.001 -0.024 -0.054
C -3.106 -0.448 -5.387 -0.001 0.039 -0.057
C -3.218 -1.755 -4.930 -0.009 -0.029 -0.010
C -3.023 -2.037 -3.587 -0.056 0.039 -0.077
C -2.713 -1.035 -2.656 -0.058 0.060 -0.044
Si -2.241 -1.365 -0.807 -0.519 -0.286 -0.338
C -2.145 -3.316 -0.898 0.094 0.016 -0.027
C -3.256 -4.166 -0.817 -0.016 -0.103 -0.004
C -3.135 -5.546 -0.853 -0.038 0.040 0.023
C -1.878 -6.123 -0.966 0.043 -0.075 -0.007
C -0.762 -5.309 -1.065 -0.040 -0.066 0.011
C -0.880 -3.915 -1.041 -0.041 -0.056 0.068
P 0.545 -2.763 -1.138 0.747 -0.639 -0.256
C 1.326 -3.091 -2.815 -0.222 0.062 -0.024
C 0.843 -2.000 -3.775 0.087 -0.025 0.090
C 1.133 -4.469 -3.444 0.054 0.073 0.052
C 1.820 -3.508 0.038 -0.167 0.089 0.006
C 2.674 -4.707 -0.368 -0.021 0.111 -0.011
C 1.147 -3.740 1.394 0.059 0.088 -0.094
C -4.010 -1.394 -0.019 0.062 -0.027 0.109
C -5.230 -1.295 -0.692 -0.016 0.018 0.048
C -6.438 -1.470 -0.032 -0.028 -0.003 -0.030
C -6.447 -1.787 1.319 -0.075 -0.024 0.049
C -5.248 -1.895 2.011 -0.016 -0.036 -0.083
C -4.033 -1.674 1.363 -0.101 0.002 -0.112
P -2.379 -1.655 2.165 -0.134 -0.137 1.079
C -2.537 -0.100 3.211 0.056 0.036 -0.225
C -3.851 0.210 3.927 0.087 -0.074 0.057
C -2.208 1.079 2.289 -0.081 -0.080 0.169
C -2.384 -3.044 3.458 -0.029 -0.002 -0.252
C -3.172 -2.969 4.764 0.061 0.050 -0.073
C -2.677 -4.352 2.720 0.062 0.085 0.011
H 1.118 2.155 -3.742 0.043 -0.012 0.056
H 0.003 0.791 -3.882 0.052 -0.055 0.044
H 0.733 1.179 -2.323 0.155 0.014 -0.287
H -1.301 2.862 -3.859 -0.003 0.006 0.013
H -0.046 3.436 -1.127 0.052 0.069 0.068
H -1.236 4.447 -1.950 0.038 0.015 0.051
H 0.391 4.268 -2.628 0.019 0.013 0.036
H -3.262 3.526 -1.200 0.018 -0.014 0.014
H -4.211 2.841 -4.023 -0.008 0.002 -0.011
H -3.029 4.100 -3.614 -0.031 -0.005 -0.041
H -4.700 4.233 -3.059 0.001 0.020 -0.030
H -5.193 1.384 -2.183 -0.008 -0.048 0.011
H -5.599 2.796 -1.193 -0.005 -0.007 -0.017
H -4.587 1.498 -0.532 -0.064 -0.035 0.035
H -2.681 1.571 -4.871 0.025 0.010 0.038
H -3.243 -0.220 -6.438 0.013 0.003 0.004
H -3.444 -2.553 -5.629 -0.002 -0.007 0.017
H -3.101 -3.064 -3.253 0.002 -0.020 0.004
H -4.248 -3.740 -0.719 -0.018 0.011 0.018
H -4.018 -6.173 -0.782 -0.004 0.011 -0.005
H -1.767 -7.202 -0.984 0.009 0.006 0.005
H 0.208 -5.775 -1.166 0.019 0.038 0.001
H 2.389 -2.905 -2.636 0.001 0.012 -0.019
H -0.248 -1.957 -3.815 -0.066 0.012 -0.057
H 1.219 -2.185 -4.786 0.004 0.006 0.001
H 1.228 -1.036 -3.444 -0.017 -0.002 -0.018
H 0.072 -4.690 -3.581 0.004 -0.047 -0.021
H 1.579 -5.269 -2.853 -0.046 -0.020 0.001
H 1.609 -4.480 -4.430 0.003 -0.015 -0.002
H 2.511 -2.661 0.132 0.005 0.005 0.051
H 2.087 -5.621 -0.471 0.006 -0.015 0.003
H 3.424 -4.888 0.410 0.022 -0.024 -0.017
H 3.205 -4.516 -1.300 0.000 -0.049 0.002
H 0.562 -4.662 1.375 -0.044 0.007 0.016
H 0.462 -2.922 1.638 0.003 -0.042 0.070
H 1.888 -3.823 2.195 0.007 -0.008 -0.014
H -5.224 -1.112 -1.761 -0.029 0.039 -0.008
H -7.375 -1.384 -0.573 0.011 0.000 -0.007
H -7.387 -1.945 1.837 0.009 -0.015 -0.004
H -5.278 -2.153 3.061 0.035 0.056 0.032
H -1.741 -0.199 3.959 0.039 0.032 -0.023
H -4.657 0.346 3.206 -0.038 0.017 -0.009
H -3.732 1.150 4.476 -0.033 -0.001 0.008
H -4.150 -0.557 4.640 -0.051 0.010 -0.051
H -2.909 1.106 1.448 0.040 0.039 -0.020
H -1.200 1.007 1.895 -0.310 0.234 0.323
H -2.282 2.022 2.837 0.036 0.019 -0.047
H -1.322 -3.058 3.734 0.007 0.003 -0.017
H -4.248 -2.923 4.595 -0.009 0.006 0.043
H -2.873 -2.109 5.366 -0.051 -0.021 0.007
H -2.975 -3.873 5.351 0.009 0.012 0.028
H -3.726 -4.393 2.415 -0.006 -0.032 -0.026
H -2.468 -5.221 3.352 -0.006 0.029 0.022
H -2.070 -4.431 1.817 -0.017 -0.063 -0.062
C 3.689 -0.846 2.215 -0.091 0.117 -0.060
C 3.386 0.481 2.861 0.181 0.031 0.182
C 4.222 0.977 3.852 0.103 0.031 0.051
C 3.886 2.205 4.430 -0.065 -0.031 -0.069
C 2.776 2.879 3.996 0.048 0.006 0.041
C 1.971 2.339 2.941 -0.320 0.198 -0.157
N 2.301 1.120 2.429 0.362 -0.139 0.327
N 0.909 2.950 2.414 0.084 -0.054 0.032
Si 0.250 4.452 2.773 -0.295 0.441 0.071
C -0.474 4.660 4.534 0.094 -0.225 -0.103
C 1.410 5.968 2.629 0.049 -0.258 -0.083
C -1.191 4.770 1.577 0.093 0.008 0.119
H 4.624 -1.256 2.597 -0.003 -0.055 -0.021
H 3.775 -0.727 1.131 0.004 -0.027 0.004
H 2.883 -1.555 2.423 0.008 -0.016 -0.035
H 5.113 0.442 4.156 -0.039 -0.060 -0.020
H 4.509 2.619 5.217 -0.025 0.037 0.002
H 2.495 3.831 4.430 0.028 0.002 0.022
H 0.324 4.612 5.282 -0.029 -0.025 0.016
H -1.188 3.863 4.763 0.019 -0.003 -0.002
H -0.988 5.617 4.657 0.019 0.029 -0.079
H 2.253 5.865 3.318 0.012 0.033 -0.020
H 0.904 6.909 2.863 -0.098 -0.044 0.010
H 1.823 6.051 1.619 -0.001 -0.024 0.011
H -1.631 3.828 1.242 0.023 -0.011 0.005
H -0.858 5.319 0.692 0.010 -0.037 -0.017
H -1.978 5.360 2.057 0.004 0.024 -0.023
S 3.796 -0.591 -2.055 -0.149 -0.250 0.475
C 4.221 0.627 -3.201 -0.016 0.170 -0.209
C 4.297 1.992 -2.859 0.015 -0.030 -0.071
C 4.636 2.955 -3.794 0.030 0.060 -0.056
C 4.912 2.609 -5.113 0.016 0.013 -0.029
C 4.841 1.267 -5.474 0.017 0.054 -0.030
C 4.503 0.300 -4.544 -0.014 0.065 0.061
H 4.083 2.280 -1.836 0.003 -0.032 0.019
H 4.694 3.997 -3.494 -0.035 -0.012 0.031
H 5.175 3.367 -5.842 0.000 -0.004 0.007
H 5.054 0.974 -6.498 -0.021 -0.012 0.005
H 4.444 -0.742 -4.833 0.006 -0.008 0.000
```
Forces are in eV/Å.

Results
HOMO level, eV: -1.0
HOMO-LUMO gap, eV: 4.642
Charge: -2
F_max, hartree/bohr: 0.0213

=====

No. 2
Below is a structure of composition C27H37N6O2PPd, with properties calculated with ωB97M-V with the def2-TZVPD basis set.

```
74
Properties=species:S:1:pos:R:3:forces:R:3
Pd 0.297 0.038 1.087 -0.393 0.180 0.186
C -0.239 3.004 1.375 0.062 -0.033 0.083
N 0.556 2.016 2.141 -0.027 0.077 -0.101
C 1.975 2.410 1.985 -0.085 -0.080 0.015
C 3.020 1.648 2.782 0.032 0.012 0.029
C 3.027 0.117 2.726 -0.104 -0.068 -0.116
N 2.394 -0.500 1.549 0.081 0.211 0.107
C 3.130 -1.263 0.847 -0.153 -0.284 -0.171
C 2.699 -2.189 -0.216 -0.124 0.130 0.207
C 3.684 -2.804 -0.946 0.071 -0.164 -0.183
C 3.391 -3.817 -1.876 -0.029 0.014 0.009
C 2.071 -4.275 -2.056 0.187 0.033 0.012
C 1.058 -3.715 -1.337 0.087 0.117 0.089
C 1.312 -2.623 -0.414 0.169 -0.011 -0.002
O 0.347 -2.092 0.166 -0.288 0.079 0.063
C 0.053 2.058 3.544 0.027 -0.032 -0.067
C 0.300 0.882 4.494 0.040 0.021 0.042
C -0.190 -0.517 4.052 -0.117 0.170 -0.084
N -0.938 -0.440 2.804 0.523 -0.438 0.050
C -2.097 -0.960 2.712 -0.157 0.199 -0.055
C -3.016 -0.862 1.590 0.037 -0.151 0.190
C -4.251 -1.505 1.762 0.014 -0.022 0.006
C -5.279 -1.364 0.856 0.007 0.014 -0.004
C -5.093 -0.516 -0.229 0.021 0.048 -0.059
C -3.886 0.138 -0.417 -0.134 -0.058 -0.139
C -2.814 -0.047 0.456 0.345 0.177 -0.051
O -1.665 0.607 0.219 -0.145 -0.190 -0.032
H -0.129 3.999 1.816 -0.021 0.005 0.002
H -1.284 2.710 1.371 -0.002 -0.006 -0.023
H 0.123 3.037 0.349 0.011 0.014 -0.007
H 2.075 3.472 2.240 0.006 0.007 0.022
H 2.191 2.323 0.917 0.032 -0.006 -0.008
H 2.971 1.933 3.834 0.018 0.026 -0.014
H 3.981 2.023 2.425 0.002 -0.012 -0.012
H 2.478 -0.283 3.575 0.008 -0.013 0.015
H 4.052 -0.247 2.826 0.033 0.022 -0.016
H 4.197 -1.316 1.078 0.011 -0.067 -0.018
H 4.717 -2.517 -0.786 0.007 -0.042 -0.038
H 4.195 -4.271 -2.438 0.007 0.010 0.013
H 1.871 -5.081 -2.750 0.019 -0.001 -0.006
H 0.033 -4.049 -1.430 -0.018 0.020 0.037
H -1.023 2.206 3.464 -0.020 -0.053 -0.006
H 0.455 2.963 4.014 -0.022 0.012 0.016
H -0.240 1.164 5.400 0.008 -0.002 0.009
H 1.344 0.832 4.799 0.000 0.003 -0.007
H -0.801 -0.965 4.839 -0.029 -0.003 0.001
H 0.655 -1.187 3.888 0.018 -0.016 -0.014
H -2.494 -1.476 3.591 -0.047 0.035 0.009
H -4.398 -2.114 2.647 0.005 0.007 -0.009
H -6.222 -1.869 1.008 0.005 -0.003 -0.006
H -5.902 -0.348 -0.929 0.009 0.003 0.005
H -3.769 0.839 -1.234 -0.005 -0.026 -0.030
C 0.143 1.931 -4.352 0.050 -0.176 0.050
N 0.813 0.647 -4.043 -0.130 0.067 -0.065
C 0.021 -0.500 -4.521 0.047 0.111 0.143
N -1.238 -0.480 -3.806 -0.103 0.032 0.014
C -1.920 0.800 -4.039 0.035 -0.037 0.023
N -1.120 1.962 -3.645 0.032 -0.053 0.101
C -0.927 2.051 -2.199 -0.083 0.007 -0.117
P -0.169 0.539 -1.429 0.209 -0.080 0.008
C 1.353 0.529 -2.770 0.251 0.038 -0.138
C -1.077 -0.778 -2.391 -0.002 0.091 0.011
H -0.028 1.975 -5.426 0.000 -0.001 -0.022
H 0.788 2.753 -4.048 -0.003 0.020 0.020
H 0.566 -1.422 -4.325 0.000 -0.010 -0.005
H -0.149 -0.386 -5.590 -0.005 0.008 -0.022
H -2.857 0.804 -3.485 -0.023 0.005 0.019
H -2.147 0.882 -5.101 0.002 -0.004 -0.025
H -1.888 2.200 -1.707 0.005 0.028 -0.017
H -0.303 2.917 -1.972 -0.017 0.028 -0.023
H 1.885 -0.413 -2.624 -0.088 0.018 0.034
H 1.963 1.391 -2.500 -0.016 0.004 0.039
H -2.063 -0.876 -1.941 -0.126 -0.039 0.087
H -0.567 -1.735 -2.263 -0.020 0.079 -0.053
```
Forces are in eV/Å.

Results
HOMO level (alpha / beta), eV: -13.1 / -13.1
Expectation value of S²: 6.0616
HOMO-LUMO gap (alpha / beta), eV: 7.484 / 4.887
Charge: +2
Multiplicity: 5
F_max, hartree/bohr: 0.0133

=====

The lowest F_max belongs to which entry?
C27H37N6O2PPd